{"formula": "C29H26F7IO3S", "method": "ωB97M-V/def2-TZVPD", "e_lumo_ev": -0.33, "smiles": "O=S1(=O)OC[C@H](C(F)(F)F)C[C@@H]1I.Fc1ccccc1.Fc1ccccc1.Fc1ccccc1.Fc1ccccc1", "energy_ha": -2741.23522, "orbital_gap_ev": 8.9, "total_charge": 0, "homo_ev": -9.1868, "elements": ["O", "S", "O", "O", "C", "C", "C", "F", "F", "F", "C", "C", "I", "H", "H", "H", "H", "H", "H", "F", "C", "C", "C", "C", "C", "C", "H", "H", "H", "H", "H", "F", "C", "C", "C", "C", "C", "C", "H", "H", "H", "H", "H", "F", "C", "C", "C", "C", "C", "C", "H", "H", "H", "H", "H", "F", "C", "C", "C", "C", "C", "C", "H", "H", "H", "H", "H"], "xyz": [[-2.877, -1.400, 3.206], [-1.916, -0.438, 3.861], [-2.475, -0.112, 5.208], [-1.794, 0.856, 2.817], [-0.660, 1.704, 3.115], [0.700, 0.923, 3.412], [2.003, 1.633, 2.862], [2.620, 0.924, 1.822], [2.945, 1.637, 3.917], [1.832, 2.955, 2.473], [0.691, -0.618, 2.922], [-0.284, -1.379, 3.966], [-0.592, -3.461, 3.447], [-0.560, 2.410, 2.223], [-0.843, 2.386, 4.016], [0.795, 0.864, 4.549], [1.727, -1.081, 3.008], [0.277, -0.731, 1.865], [0.140, -1.250, 5.018], [0.210, -1.004, -0.751], [0.280, 0.197, -1.352], [0.762, 1.284, -0.643], [0.840, 2.526, -1.264], [0.425, 2.667, -2.585], [-0.063, 1.568, -3.287], [-0.131, 0.325, -2.669], [1.072, 1.156, 0.384], [1.224, 3.382, -0.720], [0.483, 3.637, -3.068], [-0.389, 1.679, -4.314], [-0.499, -0.543, -3.202], [-0.052, -5.155, 5.643], [-0.398, -5.134, 6.942], [0.349, -4.379, 7.831], [-0.011, -4.353, 9.174], [-1.107, -5.090, 9.612], [-1.846, -5.848, 8.710], [-1.494, -5.866, 7.366], [1.204, -3.818, 7.472], [0.562, -3.760, 9.877], [-1.385, -5.073, 10.661], [-2.697, -6.425, 9.054], [-2.063, -6.444, 6.647], [1.870, 2.393, -5.021], [3.185, 2.273, -5.267], [4.072, 2.214, -4.204], [5.432, 2.084, -4.458], [5.891, 2.027, -5.771], [4.992, 2.092, -6.830], [3.630, 2.210, -6.577], [3.696, 2.269, -3.189], [6.134, 2.030, -3.634], [6.954, 1.930, -5.967], [5.351, 2.051, -7.852], [2.914, 2.253, -7.389], [-2.311, -0.294, -4.819], [-3.283, 0.385, -5.452], [-3.840, -0.142, -6.605], [-4.849, 0.558, -7.256], [-5.280, 1.783, -6.753], [-4.708, 2.304, -5.597], [-3.707, 1.599, -4.939], [-3.486, -1.093, -6.986], [-5.298, 0.152, -8.155], [-6.064, 2.331, -7.264], [-5.042, 3.259, -5.209], [-3.256, 1.985, -4.032]]}


{"formula": "C2H6N2S3", "method": "ωB97M-V/def2-TZVPD", "e_lumo_ev": [-0.48, -0.48], "energy_ha": -1383.73075, "orbital_gap_ev": [7.0, 7.0], "total_charge": 0, "homo_ev": [-7.4547, -7.4573], "de_lowest_ev": 3.347, "elements": ["C", "C", "N", "N", "S", "S", "S", "H", "H", "H", "H", "H", "H"], "xyz": [[-0.012, -0.834, -0.100], [1.730, 0.812, 0.020], [-2.607, 0.210, -0.748], [1.150, -0.473, 0.397], [-1.071, -1.878, -0.610], [2.169, -1.537, 1.241], [-1.636, 1.415, -0.242], [2.151, 1.416, 1.011], [2.612, 0.705, -0.564], [1.001, 1.477, -0.470], [-3.458, 0.182, -0.130], [-3.088, 0.528, -1.653], [1.059, -2.024, 1.847]]}